Entry 1:
DFT (wB97M-V/def2-TZVPD) results for a molecular structure, C30H30CrFNO4PSi.

**E**: -3292.27601 Eh
**ΔE to the lowest compared entry with this formula, charge and spin**: 0.0 kcal per mole
**Gap between HOMO and LUMO (spin up / spin down)**: 6.684 / 7.348 eV
**Spin multiplicity**: 5
**Expectation value of S²**: 6.020
**Net charge**: -1

Element x y z (Å)
Cr (-0.94, -0.30, -1.71)
P (-0.98, 0.28, 0.71)
Si (2.32, -1.07, -1.79)
F (-0.90, 2.06, -2.08)
O (-0.71, -2.17, -4.00)
O (-1.66, -3.09, -2.18)
O (-4.92, 0.77, -1.39)
O (-2.90, -0.14, -1.56)
N (1.08, 0.12, -1.85)
C (1.40, 1.47, -1.82)
C (3.39, -0.92, -0.24)
C (2.70, 2.02, -1.68)
C (0.62, -0.99, 2.72)
C (-2.68, 0.27, 1.42)
C (-0.21, 1.77, 1.42)
C (-2.79, 0.25, 2.82)
C (1.01, 4.21, 2.06)
C (3.42, -1.02, -3.30)
C (1.67, -2.81, -1.70)
C (0.40, 2.46, -1.89)
C (-0.37, 4.07, 2.16)
C (-1.06, -1.99, -2.85)
C (-0.56, -2.40, 1.18)
C (1.90, 4.31, -1.62)
C (-3.83, 0.30, 0.64)
C (-1.83, -4.30, -2.90)
C (-0.05, -3.52, 1.81)
C (-0.23, -1.12, 1.63)
C (-5.07, 0.32, 1.28)
C (2.94, 3.39, -1.58)
C (-5.18, 0.28, 2.66)
C (-4.03, 0.25, 3.44)
C (-0.98, 2.86, 1.84)
C (0.80, -3.38, 2.90)
C (1.77, 3.14, 1.62)
C (-3.89, 0.33, -0.90)
C (1.17, 1.93, 1.30)
C (1.14, -2.12, 3.35)
C (0.61, 3.82, -1.79)
H (3.78, 0.08, -0.04)
H (-4.09, 0.22, 4.52)
H (-6.15, 0.28, 3.12)
H (0.88, 0.00, 3.09)
H (2.85, 3.25, 1.50)
H (-1.89, 0.23, 3.42)
H (4.03, -0.12, -3.39)
H (-2.89, -4.56, -2.91)
H (1.24, -3.13, -2.66)
H (-1.28, -5.09, -2.39)
H (4.09, -1.90, -3.31)
H (2.80, -1.24, 0.63)
H (-5.95, 0.37, 0.65)
H (-1.47, -4.19, -3.92)
H (2.51, -3.47, -1.45)
H (-2.05, 2.77, 1.91)
H (1.22, -4.26, 3.39)
H (-1.20, -2.52, 0.31)
H (1.77, 1.12, 0.91)
H (-0.97, 4.91, 2.49)
H (-0.31, -4.51, 1.45)
H (2.08, 5.37, -1.53)
H (1.80, -2.00, 4.20)
H (1.48, 5.15, 2.30)
H (3.96, 3.73, -1.46)
H (-0.25, 4.47, -1.84)
H (2.78, -1.08, -4.19)
H (4.25, -1.61, -0.33)
H (3.54, 1.35, -1.63)
H (0.91, -2.93, -0.92)


Entry 2:
DFT (wB97M-V/def2-TZVPD) results for a molecular structure, C30H30F16N3ORhSSbSe.

**E**: -6148.90196 Eh
**ΔE to the lowest compared entry with this formula, charge and spin**: 34.7 kcal per mole
**Gap between HOMO and LUMO (spin up / spin down)**: 7.642 / 4.855 eV
**Spin multiplicity**: 6
**Expectation value of S²**: 8.810

Element x y z (Å)
Sb (2.76, 2.96, -1.01)
Rh (-0.29, 0.73, 0.32)
Se (1.48, -0.59, -0.79)
S (-1.34, 1.75, -3.13)
F (-0.63, 0.02, 4.76)
F (-4.24, -2.46, -4.38)
F (-0.78, -2.16, -1.23)
F (2.92, -0.57, 1.66)
F (2.88, -2.97, 5.71)
F (4.51, 3.21, -1.68)
F (3.37, 1.50, 0.03)
F (-4.83, 0.32, -0.64)
F (-1.72, -3.11, -3.50)
F (2.02, 4.42, -2.00)
F (2.92, 4.11, 0.49)
F (2.26, 1.82, -2.48)
F (-5.75, -0.73, -2.87)
F (4.01, -2.41, 3.28)
F (0.54, -1.72, 6.42)
F (0.93, 2.64, -0.30)
O (-1.23, 1.30, -1.70)
N (-1.74, 2.23, 1.49)
N (0.60, 0.79, 2.34)
N (-2.17, -0.44, 0.38)
C (-2.49, -2.29, -2.78)
C (-3.06, 1.66, 1.30)
C (4.06, -3.78, -1.00)
C (-4.52, -1.09, -2.45)
C (2.88, -1.79, 3.65)
C (-2.01, -1.77, -1.60)
C (1.13, -1.44, 5.25)
C (-1.61, 3.54, 0.87)
C (-0.73, 3.48, -3.13)
C (4.04, -1.55, -2.11)
C (2.31, -0.86, 2.82)
C (-3.15, 3.77, -2.85)
C (4.19, -6.08, -0.01)
C (-4.03, -0.57, -1.27)
C (0.49, -2.99, 1.23)
C (-1.89, 4.42, -3.42)
C (-1.31, 2.26, 2.88)
C (2.38, -4.44, 0.56)
C (0.56, -0.51, 4.40)
C (3.54, -4.74, -0.14)
C (-3.01, 0.13, 1.40)
C (0.21, 2.03, 2.96)
C (1.72, -3.23, 0.41)
C (1.12, -0.16, 3.14)
C (2.31, -2.08, 4.89)
C (-3.10, 2.32, -3.32)
C (-3.77, -1.96, -3.23)
C (-2.73, -0.88, -0.76)
C (3.45, -2.56, -1.18)
C (2.25, -2.28, -0.49)
H (-0.32, 3.63, -2.13)
H (4.97, -4.00, -1.55)
H (-3.75, 1.65, -2.76)
H (-4.05, 4.27, -3.21)
H (-3.33, 2.25, -4.38)
H (-3.40, 1.93, 0.29)
H (4.22, -6.57, -0.98)
H (3.64, -6.71, 0.69)
H (0.08, 3.57, -3.85)
H (0.52, 2.08, 4.00)
H (1.98, -5.16, 1.26)
H (5.22, -5.97, 0.34)
H (-2.01, 4.55, -4.50)
H (0.10, -1.98, 1.10)
H (-0.64, 3.98, 1.09)
H (3.39, -1.42, -2.98)
H (-1.81, 1.46, 3.43)
H (-1.55, 3.22, 3.35)
H (0.71, -3.16, 2.28)
H (-4.03, -0.27, 1.38)
H (-1.69, 3.44, -0.21)
H (5.02, -1.86, -2.46)
H (-0.28, -3.70, 0.95)
H (-2.56, -0.15, 2.36)
H (-1.70, 5.40, -2.98)
H (-3.78, 2.05, 2.03)
H (-3.14, 3.80, -1.76)
H (4.14, -0.58, -1.62)
H (0.72, 2.83, 2.41)
H (-2.40, 4.23, 1.22)